(1)
C18H33N5O6 | ωB97M-V/def2-TZVPD

Properties
Total charge: 0
Structure (SMILES): O=[N+]([O-])c1ccccc1.CN(C)C=O.CN(C)C=O.CN(C)C=O.CN(C)C=O
Relative energy (zero: lowest compared OMol25 entry of this formula, charge and spin), kcal per mole: 221.2
Kohn-Sham gap, Ha: 0.311
E_HOMO, eV: -9.3
Calculated total energy, hartree: -1430.35295

Structure (XYZ):
```
62
Properties=species:S:1:pos:R:3:nbo_charge:R:1
O -0.11419 0.13382 -3.00926 -0.420
N -0.84619 0.12782 -2.00126 0.515
O -1.76019 -0.57018 -1.83026 -0.338
C -0.18819 0.76982 -0.81326 0.011
C 1.45381 1.03382 -0.82326 -0.196
C 2.09881 1.40282 0.55574 -0.196
C 1.22381 1.53682 1.76074 -0.168
C -0.13419 1.49982 1.74574 -0.166
C -0.98319 1.05482 0.50674 -0.146
H 2.09981 0.63582 -1.64326 0.229
H 3.28881 1.43982 0.60874 0.234
H 1.66081 1.73982 2.58874 0.200
H -0.48219 1.73282 2.62474 0.215
H -2.02419 1.04282 0.43974 0.222
C 2.99281 -2.23418 -3.88526 -0.395
N 4.21681 -1.38318 -4.05226 -0.468
C 4.09081 0.15082 -3.97026 -0.466
C 5.49281 -1.83518 -4.22326 0.566
O 6.44981 -1.22618 -4.34826 -0.582
H 3.16981 -2.94818 -3.18926 0.191
H 2.59181 -2.82018 -4.62626 0.207
H 2.38481 -1.59018 -3.39626 0.213
H 4.93681 0.58582 -4.61026 0.250
H 3.98181 0.63682 -2.88026 0.190
H 3.07481 0.69282 -4.33126 0.226
H 5.52081 -3.04118 -4.28626 0.072
C 5.64581 -1.09218 -0.58626 -0.414
N 4.75481 -1.60618 0.59074 -0.418
C 3.73481 -2.58118 0.18074 -0.429
C 4.81581 -0.89018 1.71374 0.500
O 3.95581 -1.04818 2.65574 -0.645
H 6.78281 -1.18418 -0.44326 0.214
H 5.54081 -0.13418 -0.87826 0.190
H 5.38681 -1.85618 -1.51326 0.213
H 4.08881 -3.55718 -0.35126 0.197
H 2.94681 -2.41218 -0.47526 0.211
H 3.60181 -3.10518 1.05374 0.242
H 5.48981 -0.17518 1.85174 0.140
C -4.14319 4.07082 4.98274 -0.416
N -3.37319 2.90782 5.19974 -0.446
C -2.28919 2.86082 6.16674 -0.443
C -3.55219 1.89382 4.36074 0.522
O -2.66519 0.95182 4.31074 -0.647
H -3.68019 4.90382 5.31774 0.211
H -5.21519 4.30282 5.42274 0.196
H -4.53919 4.23782 3.88974 0.212
H -1.25619 3.48282 5.80274 0.193
H -1.85519 1.92582 6.55474 0.260
H -2.49319 3.22082 7.21974 0.218
H -4.43119 2.00982 3.66174 0.144
C -4.69219 -1.47718 -1.96826 -0.418
N -6.00319 -1.00518 -1.46526 -0.416
C -6.94719 -2.11918 -1.61826 -0.445
C -6.30519 0.18882 -1.07826 0.532
O -7.45719 0.52582 -0.86426 -0.629
H -4.13019 -0.88818 -2.73126 0.212
H -4.89519 -2.26418 -2.52526 0.202
H -3.92319 -1.75918 -1.34626 0.208
H -6.81619 -2.88118 -2.45126 0.207
H -8.01319 -1.97418 -1.80426 0.239
H -6.88019 -2.81918 -0.69626 0.200
H -5.38519 0.77782 -1.05126 0.107
```

=====

(2)
C33H43NOSbSiTeTi | ωB97M-V/def2-TZVPD

Properties
Total charge: +3
Relative energy (zero: lowest compared OMol25 entry of this formula, charge and spin), kcal per mole: 36.6
Kohn-Sham gap, Ha: 0.228
E_HOMO, eV: -16.5
Calculated total energy, hartree: -3059.47184

Structure (XYZ):
```
82
Properties=species:S:1:pos:R:3:mulliken_charge:R:1
Ti -4.76489 9.94906 17.58891 -0.088
C -2.78860 11.46151 17.10560 -0.864
Si -1.96891 10.15927 18.36036 -0.109
C -1.38229 10.96927 19.87699 -1.042
C -0.86160 8.94562 17.43209 -0.894
N -3.53952 9.25058 18.61354 0.934
C -3.80568 8.04056 19.28465 -0.010
C -2.94875 7.46588 20.17307 -0.630
C -3.36004 6.35013 20.92828 -1.245
C -4.63464 5.91253 20.82022 -0.632
C -5.55451 6.51271 19.92257 -1.065
C -5.06695 7.60200 19.22468 1.024
O -5.80170 8.33278 18.27856 0.901
C -7.22873 8.42071 18.37632 0.058
C -7.73559 9.02674 19.50279 0.554
C -9.11610 9.16546 19.59361 -1.347
C -9.87920 8.86336 18.53799 -0.700
C -9.34817 8.27370 17.36927 -0.995
C -8.00729 7.96639 17.32934 -0.312
H -3.76265 11.47314 16.47647 0.218
H -2.10971 11.44383 16.25693 0.603
H -2.71831 12.46406 17.59550 0.431
H -0.55660 11.65227 19.66054 0.475
H -1.07037 10.13107 20.45459 0.378
H -2.10672 11.53162 20.46013 0.300
H -0.37257 8.35155 18.19726 0.380
H -0.16951 9.40066 16.70647 0.463
H -1.52661 8.31803 16.81719 0.140
H -1.85652 7.65165 20.15278 0.250
H -2.78049 5.88477 21.65673 0.569
H -4.93093 5.02726 21.37526 0.500
H -6.56746 6.12491 19.78332 0.578
H -7.05185 9.26905 20.35122 0.897
H -9.61580 9.51498 20.48356 0.498
H -10.92957 8.94976 18.64775 0.538
H -9.99226 7.86157 16.62382 0.543
H -7.49209 7.34546 16.49030 0.386
Te -4.89909 8.99064 14.81742 0.496
C -3.53146 7.38876 14.73737 0.602
C -3.28421 6.62187 15.89600 -0.618
C -2.62888 5.41165 15.73599 -0.495
C -2.31424 4.94363 14.47923 -0.596
C -2.52830 5.70031 13.34753 -0.667
C -3.18174 6.95642 13.46043 -0.550
C -3.83622 10.49523 13.73229 0.305
C -4.57121 11.55040 13.27790 -0.287
C -3.99425 12.57391 12.47406 -0.739
C -2.65216 12.48098 12.13515 -0.585
C -1.94074 11.37615 12.57529 -0.644
C -2.47917 10.44228 13.41941 -0.255
H -3.73185 6.88802 16.83975 0.608
H -2.30709 4.78053 16.61988 0.358
H -1.78699 3.99879 14.31174 0.386
H -2.26467 5.23385 12.37904 0.396
H -3.21462 7.53191 12.54665 0.486
H -5.60673 11.52497 13.59987 0.414
H -4.64321 13.36597 12.18555 0.488
H -2.25962 13.22051 11.41755 0.416
H -0.90143 11.24483 12.30694 0.421
H -1.83060 9.64205 13.72302 0.553
C -5.00245 14.85139 19.86506 -1.127
C -4.43891 13.60934 19.08480 -0.587
Sb -5.84089 12.07483 19.03031 0.250
C -6.57277 12.05124 21.06820 -0.729
C -5.32041 11.97029 22.07261 -1.041
C -7.39097 13.03439 17.87449 -0.657
C -6.93865 13.02850 16.36210 -1.120
H -4.23198 15.59822 19.91391 0.448
H -5.19835 14.57400 20.86850 0.327
H -5.97796 15.12780 19.41868 0.239
H -3.54654 13.27263 19.52326 0.265
H -4.26880 13.87387 18.04144 0.519
H -7.21902 11.22850 21.32036 0.485
H -7.11509 13.02023 21.17183 0.571
H -4.84927 11.01640 21.83661 0.238
H -5.76480 11.94523 23.07096 0.454
H -4.62621 12.82919 22.08725 0.292
H -7.38811 14.01842 18.29359 0.526
H -8.35794 12.47106 18.04222 0.457
H -5.94033 13.45765 16.16611 0.306
H -7.62107 13.73617 15.83657 0.463
H -6.99244 12.10029 15.76802 0.240
```

=====

(3)
CH6IN4 | ωB97M-V/def2-TZVPD

Properties
Total charge: +1
Relative energy (zero: lowest compared OMol25 entry of this formula, charge and spin), kcal per mole: 73.4
Kohn-Sham gap (alpha / beta), Ha: 0.245 / 0.245
E_HOMO (alpha / beta), eV: -11.1 / -11.1
Calculated total energy, hartree: -557.99497

Structure (XYZ):
```
12
Properties=species:S:1:pos:R:3:nbo_charge:R:1
C -0.51055 0.76159 0.18487 -0.577
N 1.58311 -0.71230 1.20489 0.232
N 2.40250 -0.87091 0.44462 0.196
N 3.13477 -0.91969 -0.56861 -0.552
N -1.90413 0.27764 0.40405 -0.716
I -0.11086 0.99240 -1.90551 0.043
H -0.38350 1.71821 0.68504 0.189
H 4.04020 -1.37395 -0.49864 0.444
H 2.89271 -0.42872 -1.42449 0.454
H -2.06180 -0.57057 -0.15815 0.437
H -2.63594 0.96267 0.15336 0.411
H -2.00933 0.04262 1.40030 0.440
```